The following is a DFT calculation (ωB97M-V with the def2-TZVPD basis set) of 2 unconnected molecules or ions with the total composition C4H7PS at a distorted geometry.

Atoms and positions in Å:
1 C 1.141 -0.564 -0.084
2 C -0.178 -0.631 0.732
3 C -0.366 0.764 0.349
4 C 0.814 0.874 -0.545
5 P -0.116 0.599 2.133
6 S 0.449 0.881 -2.298
7 H 1.972 -0.658 0.653
8 H 1.214 -1.341 -0.928
9 H -0.754 -1.561 0.795
10 H -1.926 1.210 0.021
11 H 1.605 1.558 -0.171
12 H -1.471 0.921 2.344
13 H 1.068 -0.244 -2.725

Output
- Energy relative to the best compared isomer or geometry (same formula, charge and spin): 369.9 kJ/mol
- Orbital gap: 9.62 eV
- Maximum force: 6.8 eV/A

The following is a DFT calculation (ωB97M-V with the def2-TZVPD basis set) of a molecular structure, C34H80F6K2NO20S2 at a distorted geometry.

Atoms and positions in Å:
1 K -7.217 10.344 11.931
2 K -5.680 5.783 9.911
3 C -9.598 3.614 11.992
4 F -8.784 2.635 11.700
5 F -10.755 3.457 11.397
6 F -9.815 3.714 13.282
7 S -8.897 5.283 11.355
8 O -8.801 5.091 9.924
9 O -9.815 6.299 11.797
10 N -7.353 5.410 12.040
11 S -7.428 6.378 13.314
12 O -7.486 7.805 12.964
13 O -8.310 5.930 14.358
14 C -5.706 6.040 14.114
15 F -5.374 4.762 14.094
16 F -4.782 6.786 13.529
17 F -5.840 6.318 15.403
18 C -5.905 1.804 12.781
19 O -4.515 1.763 12.628
20 C -3.987 2.352 11.460
21 C -3.015 3.510 11.823
22 O -3.208 4.593 10.907
23 C -2.361 5.691 11.272
24 H -6.273 1.329 13.691
25 H -6.324 1.234 11.942
26 H -6.378 2.786 12.815
27 H -4.775 2.772 10.832
28 H -3.407 1.566 10.982
29 H -2.014 3.080 11.899
30 H -3.268 3.882 12.820
31 H -2.495 6.564 10.633
32 H -1.352 5.277 11.217
33 H -2.606 6.014 12.290
34 C -6.936 2.494 8.289
35 O -6.152 3.648 8.066
36 C -6.181 4.094 6.729
37 C -4.828 4.686 6.327
38 O -4.217 5.416 7.363
39 C -2.895 5.819 7.112
40 H -7.891 2.620 7.767
41 H -7.185 2.395 9.347
42 H -6.472 1.548 7.993
43 H -6.956 4.852 6.594
44 H -6.311 3.279 6.012
45 H -4.951 5.216 5.377
46 H -4.160 3.833 6.134
47 H -2.225 4.955 7.040
48 H -2.553 6.471 7.912
49 H -2.772 6.347 6.160
50 C -5.310 4.330 18.706
51 O -6.514 3.823 19.270
52 C -7.128 4.597 20.273
53 C -6.696 4.070 21.639
54 O -6.941 2.697 21.804
55 C -6.598 2.277 23.101
56 H -4.962 3.672 17.913
57 H -4.584 4.443 19.513
58 H -5.556 5.284 18.224
59 H -8.208 4.561 20.131
60 H -6.883 5.664 20.211
61 H -7.184 4.657 22.425
62 H -5.615 4.255 21.667
63 H -6.881 1.230 23.207
64 H -7.193 2.777 23.878
65 H -5.528 2.435 23.266
66 C -6.929 7.922 4.564
67 O -7.456 7.215 5.685
68 C -8.565 6.428 5.287
69 C -9.466 6.165 6.499
70 O -10.108 7.382 6.780
71 C -10.433 7.542 8.148
72 H -7.702 8.556 4.139
73 H -6.417 7.211 3.905
74 H -6.073 8.499 4.923
75 H -8.250 5.515 4.772
76 H -9.206 6.999 4.609
77 H -8.846 5.838 7.343
78 H -10.141 5.324 6.306
79 H -10.884 8.533 8.233
80 H -9.518 7.637 8.746
81 H -11.113 6.765 8.492
82 C -15.685 4.390 9.278
83 O -14.574 5.234 9.517
84 C -13.706 4.679 10.486
85 C -14.183 4.793 11.925
86 O -14.341 6.108 12.395
87 C -13.218 6.714 12.983
88 H -16.242 4.883 8.486
89 H -16.272 4.086 10.152
90 H -15.276 3.422 8.945
91 H -12.801 5.293 10.408
92 H -13.325 3.673 10.278
93 H -13.501 4.256 12.599
94 H -15.182 4.360 12.023
95 H -12.953 6.226 13.932
96 H -13.466 7.761 13.134
97 H -12.349 6.570 12.328
98 C -6.072 8.791 18.440
99 O -5.250 8.294 17.405
100 C -3.877 8.478 17.607
101 C -3.130 7.577 16.615
102 O -1.782 7.529 16.991
103 C -0.889 7.012 16.016
104 H -5.745 8.693 19.479
105 H -7.047 8.305 18.415
106 H -6.224 9.852 18.220
107 H -3.588 8.293 18.645
108 H -3.548 9.502 17.368
109 H -3.229 7.958 15.595
110 H -3.623 6.611 16.780
111 H 0.119 7.182 16.372
112 H -1.202 7.383 15.036
113 H -1.040 5.926 15.949
114 C -15.999 1.003 10.850
115 O -16.007 1.595 12.115
116 C -15.575 0.872 13.239
117 C -14.142 1.102 13.720
118 O -13.217 0.722 12.747
119 C -11.916 0.636 13.229
120 H -16.251 1.742 10.091
121 H -16.730 0.194 10.736
122 H -14.999 0.640 10.591
123 H -15.673 -0.198 13.017
124 H -16.286 1.137 14.023
125 H -14.103 0.504 14.640
126 H -14.046 2.145 14.048
127 H -11.378 1.583 13.384
128 H -11.210 0.220 12.499
129 H -11.786 0.016 14.118
130 C -8.850 3.855 17.137
131 O -9.369 3.085 18.182
132 C -10.779 3.128 18.299
133 C -11.284 4.431 18.913
134 O -11.393 5.487 18.005
135 C -12.430 5.459 17.074
136 H -7.790 3.627 17.019
137 H -8.874 4.937 17.315
138 H -9.371 3.607 16.202
139 H -11.114 2.257 18.857
140 H -11.202 3.093 17.288
141 H -10.778 4.764 19.824
142 H -12.260 4.231 19.400
143 H -12.309 4.654 16.333
144 H -12.384 6.372 16.483
145 H -13.416 5.304 17.525

Output
- Orbital gap: 6.38 eV
- Net charge: +1
- Maximum force: 2.2 eV/A

The following is a DFT calculation (ωB97M-V with the def2-TZVPD basis set) of 18 unconnected molecules or ions with the total composition C39H114N8O18 at a distorted geometry.

Atoms and positions in Å:
1 C -27.207 4.661 -6.754
2 C -26.533 3.416 -7.409
3 O -26.364 2.535 -6.263
4 H -26.513 5.296 -6.205
5 H -28.054 4.476 -6.093
6 H -27.618 5.251 -7.574
7 H -25.604 3.774 -7.852
8 H -27.131 2.949 -8.192
9 H -25.438 2.285 -6.209
10 C -22.137 0.082 -3.795
11 C -20.844 -0.511 -4.387
12 O -20.875 -0.342 -5.786
13 H -23.037 -0.315 -4.265
14 H -22.215 1.158 -3.951
15 H -22.153 -0.285 -2.769
16 H -20.827 -1.583 -4.190
17 H -19.969 -0.082 -3.898
18 H -19.997 -0.572 -6.099
19 C -25.677 2.001 -0.907
20 C -26.478 2.126 0.350
21 O -27.798 1.798 0.138
22 H -24.628 2.160 -0.656
23 H -25.811 2.895 -1.515
24 H -25.835 1.099 -1.499
25 H -26.364 3.102 0.822
26 H -26.149 1.490 1.172
27 H -28.317 2.062 0.902
28 C -16.362 4.803 -3.199
29 C -16.936 5.725 -4.316
30 O -17.730 6.744 -3.783
31 H -17.183 4.233 -2.765
32 H -15.919 5.485 -2.473
33 H -15.682 4.036 -3.570
34 H -17.577 5.180 -5.008
35 H -16.147 6.154 -4.933
36 H -17.990 7.312 -4.512
37 C -20.303 7.922 2.570
38 C -19.653 6.597 2.033
39 O -20.115 6.443 0.729
40 H -20.017 8.055 3.613
41 H -21.389 7.966 2.487
42 H -19.928 8.815 2.070
43 H -19.972 5.803 2.709
44 H -18.575 6.478 2.136
45 H -19.673 7.017 0.100
46 C -19.294 6.945 -9.742
47 C -18.519 5.772 -10.341
48 O -19.249 4.506 -10.322
49 H -20.200 7.201 -10.291
50 H -18.608 7.791 -9.684
51 H -19.703 6.763 -8.748
52 H -17.638 5.641 -9.712
53 H -18.295 6.085 -11.361
54 H -19.122 4.109 -11.187
55 C -20.313 10.112 -0.795
56 C -19.723 9.244 -1.926
57 O -18.815 8.248 -1.468
58 H -20.892 9.542 -0.069
59 H -20.950 10.889 -1.217
60 H -19.531 10.604 -0.218
61 H -19.206 9.879 -2.645
62 H -20.489 8.726 -2.503
63 H -18.494 7.786 -2.246
64 C -17.564 2.820 -7.547
65 O -16.738 2.420 -8.343
66 N -17.583 2.583 -6.273
67 N -18.575 3.587 -7.852
68 H -18.384 2.924 -5.760
69 H -16.889 1.929 -5.941
70 H -18.761 3.862 -8.806
71 H -19.247 3.847 -7.144
72 C -16.439 2.675 1.423
73 O -15.646 2.526 0.505
74 N -17.516 3.383 1.350
75 N -16.410 2.110 2.561
76 H -17.685 3.836 0.463
77 H -18.205 3.422 2.086
78 H -15.553 1.650 2.834
79 H -17.057 2.391 3.284
80 C -20.959 4.766 -4.580
81 O -20.159 4.373 -5.457
82 N -20.700 5.567 -3.561
83 N -22.157 4.345 -4.542
84 H -21.423 5.760 -2.882
85 H -19.753 5.916 -3.524
86 H -22.485 3.675 -5.223
87 H -22.737 4.558 -3.744
88 C -23.054 4.597 -10.830
89 O -22.698 4.488 -11.981
90 N -24.280 4.531 -10.471
91 N -22.294 4.772 -9.788
92 H -24.522 5.004 -9.613
93 H -24.952 4.480 -11.224
94 H -21.334 4.630 -10.068
95 H -22.779 4.809 -8.902
96 C -21.550 2.047 0.165
97 C -20.629 3.187 0.215
98 C -19.730 3.177 -1.021
99 O -21.459 4.317 0.149
100 H -22.219 2.168 -0.687
101 H -22.135 1.969 1.081
102 H -21.102 1.054 0.197
103 H -20.082 3.238 1.156
104 H -19.225 4.131 -1.175
105 H -20.293 3.004 -1.937
106 H -18.949 2.417 -0.987
107 H -20.918 5.066 0.408
108 C -15.451 6.589 -7.713
109 C -15.141 8.106 -7.574
110 C -13.762 8.545 -7.951
111 O -16.107 8.782 -8.318
112 H -16.529 6.542 -7.557
113 H -14.851 5.952 -7.063
114 H -15.294 6.193 -8.716
115 H -15.391 8.553 -6.612
116 H -13.518 8.326 -8.991
117 H -12.946 8.111 -7.372
118 H -13.667 9.625 -7.843
119 H -16.009 8.430 -9.206
120 C -17.712 10.519 -5.477
121 C -18.763 9.566 -5.890
122 C -19.442 9.748 -7.272
123 O -18.068 8.338 -5.972
124 H -17.563 10.474 -4.398
125 H -18.001 11.565 -5.577
126 H -16.745 10.278 -5.918
127 H -19.483 9.554 -5.072
128 H -20.260 9.028 -7.300
129 H -18.804 9.547 -8.132
130 H -19.879 10.745 -7.330
131 H -17.367 8.377 -6.626
132 C -21.708 2.447 -7.612
133 C -23.176 1.922 -7.550
134 C -23.418 0.548 -8.260
135 O -23.546 1.781 -6.217
136 H -21.030 1.856 -6.996
137 H -21.674 3.485 -7.280
138 H -21.327 2.287 -8.621
139 H -23.868 2.632 -8.005
140 H -22.806 -0.258 -7.854
141 H -23.155 0.644 -9.313
142 H -24.434 0.153 -8.257
143 H -22.884 1.228 -5.796
144 C -22.532 7.511 -6.977
145 C -23.911 6.894 -6.842
146 C -24.947 7.967 -6.391
147 O -24.274 6.364 -8.112
148 H -22.508 8.242 -7.785
149 H -21.866 6.674 -7.185
150 H -22.238 7.999 -6.049
151 H -23.908 6.110 -6.085
152 H -25.073 8.743 -7.147
153 H -24.576 8.536 -5.538
154 H -25.910 7.483 -6.228
155 H -24.459 7.140 -8.646
156 C -22.905 6.950 -1.300
157 C -23.956 5.921 -1.575
158 C -24.915 6.337 -2.663
159 O -23.263 4.716 -1.908
160 H -22.395 7.263 -2.210
161 H -22.154 6.713 -0.547
162 H -23.341 7.888 -0.956
163 H -24.591 5.761 -0.703
164 H -25.308 7.339 -2.489
165 H -25.837 5.755 -2.672
166 H -24.445 6.338 -3.647
167 H -22.569 4.545 -1.266
168 C -23.616 10.587 -3.526
169 C -22.628 10.840 -4.665
170 C -23.290 11.382 -5.917
171 O -21.876 11.855 -4.075
172 H -24.311 11.421 -3.435
173 H -23.121 10.411 -2.571
174 H -24.146 9.658 -3.736
175 H -21.942 10.040 -4.940
176 H -22.563 11.743 -6.644
177 H -23.974 12.203 -5.704
178 H -23.897 10.661 -6.465
179 H -22.440 12.260 -3.411

Output
- Orbital gap: 8.95 eV
- Maximum force: 7.0 eV/A

The following is a DFT calculation (ωB97M-V with the def2-TZVPD basis set) of 2 unconnected molecules or ions with the total composition C3H6O2.

Atoms and positions in Å:
1 O -0.137 -2.365 1.290
2 C -0.273 -1.107 1.633
3 C 0.775 1.003 -0.678
4 C -0.681 1.028 -1.048
5 O -1.338 2.029 -1.200
6 H 0.802 -2.600 1.370
7 H 0.855 0.639 0.357
8 H -1.372 -0.949 1.505
9 H 1.320 0.295 -1.313
10 H 1.206 2.003 -0.759
11 H -1.155 0.025 -1.156

Output
- Energy relative to the best compared isomer or geometry (same formula, charge and spin): 389.2 kJ/mol
- Orbital gap: 9.62 eV
- Maximum force: 0.5 eV/A

The following is a DFT calculation (ωB97M-V with the def2-TZVPD basis set) of 4 unconnected molecules or ions with the total composition C4H14O4S2 at a distorted geometry.

Atoms and positions in Å:
1 C 3.123 1.540 -0.357
2 S 1.746 0.810 0.581
3 S 0.099 1.244 -0.517
4 C -0.720 -0.287 -1.161
5 C -0.354 -1.609 -0.425
6 C -1.363 -1.845 0.625
7 O -1.151 -1.661 1.799
8 H 3.208 2.619 -0.463
9 H 3.216 1.152 -1.366
10 H 3.896 1.070 0.256
11 H -1.764 -0.109 -0.898
12 H -0.485 -0.331 -2.219
13 H 0.650 -1.636 0.011
14 H -0.292 -2.319 -1.258
15 H -2.371 -2.170 0.340
16 O 4.275 -1.773 -0.853
17 H 4.503 -1.665 0.082
18 H 3.644 -1.048 -0.998
19 O -3.645 1.524 -0.863
20 H -3.417 2.008 -0.058
21 H -2.879 1.805 -1.407
22 O -3.758 -0.456 1.417
23 H -3.534 0.389 1.013
24 H -4.269 -0.188 2.164

Output
- SMILES: CSSCCC=O.O.O.O
- Orbital gap: 9.08 eV
- Maximum force: 2.0 eV/A

The following is a DFT calculation (ωB97M-V with the def2-TZVPD basis set) of 2 unconnected molecules or ions with the total composition C4H4Br2S at a distorted geometry.

Atoms and positions in Å:
1 C 1.351 0.139 -1.114
2 C 2.585 0.466 0.121
3 C 0.145 -0.119 1.003
4 C 0.197 -0.237 -0.524
5 S 1.820 0.024 1.615
6 Br 4.270 0.812 -0.308
7 Br -1.533 2.931 0.166
8 H 1.721 0.529 -2.093
9 H -0.341 0.845 1.054
10 H -0.355 -1.001 1.350
11 H -0.691 -0.622 -1.075

Output
- Energy relative to the best compared isomer or geometry (same formula, charge and spin): 269.9 kJ/mol
- Orbital gap: 4.22 eV
- Maximum force: 6.9 eV/A